Record 1
ORCA calculation (ωB97M-V/def2-TZVPD) on C65H64OP2Pd as an isolated structure at a distorted geometry.

Summary:
ΔE to the lowest compared entry with this formula, charge and spin = 0.00 kcal per mole
HOMO-LUMO gap = 1.39 eV
strongest force on any atom = 2.64 eV/A

ORCA input file:
```
! RIJCOSX wB97M-V def2-TZVPD def2/J DEFGRID3
* xyz 0 1
Pd -2.76252 1.88395 -0.85914
P -1.85077 0.06023 -2.12180
P -3.12231 1.81100 1.48723
O 6.20735 -2.58190 1.70027
C 5.01166 -5.93279 1.70270
C -2.94227 -0.26970 -3.52018
C -4.81015 3.98063 1.54640
C -0.19580 0.45324 -2.74414
C 7.41921 -5.92803 1.70904
C -0.82179 -2.62281 0.73482
C 0.59109 0.54170 3.82374
C -3.82104 3.12849 -3.48248
C 0.59072 3.85225 0.03665
C 1.19709 1.87691 -4.07363
C -1.57016 -3.73637 0.40629
C -3.65788 3.43301 2.06576
C 1.41290 4.39621 0.99555
C 0.97217 5.45046 1.77592
C 7.45652 -4.55472 1.70639
C -4.46095 0.63897 1.78024
C -4.91489 2.59901 -4.19106
C -2.38415 -3.71235 -0.70914
C -0.90625 -1.48330 -0.04392
C -5.98349 -0.98027 0.89010
C -6.06216 -0.41217 3.21189
C -3.31312 5.39783 3.38687
C -4.44647 5.96541 2.83777
C 6.21662 -6.61434 1.70711
C -2.91905 4.12909 2.99821
C -1.13280 5.42059 0.65289
C 6.20997 -3.82047 1.70199
C -4.26386 -0.54432 -3.24238
C -6.54257 -1.14344 2.14247
C 8.81793 -2.88663 0.44706
C -0.71067 4.34504 -0.15065
C -1.65833 1.31334 2.41462
C 2.15392 0.02752 -2.90289
C -2.66994 3.41353 -5.58870
C 10.00744 -4.68747 1.70913
C -3.75151 2.87198 -6.26332
C -0.45600 1.16503 1.76069
C -0.05090 1.53302 -3.58548
C -5.02663 0.48829 3.02772
C -0.29594 5.96994 1.59437
C -4.93669 -0.09263 0.71461
C 8.76783 -3.76906 1.70830
C -0.61003 0.71888 4.48310
C -4.87172 2.46738 -5.55817
C 8.81547 -2.88767 2.97038
C 2.30298 1.13053 -3.72076
C 0.66984 0.76917 2.46302
C -4.68779 -0.88192 -5.57251
C -1.73438 1.10762 3.77558
C 2.42099 -4.71368 1.70324
C -5.19925 5.25537 1.92210
C 0.90240 -0.31656 -2.42428
C 3.58731 -2.89754 0.44034
C -1.57633 3.74885 -1.15379
C -2.46215 -2.57008 -1.48594
C -5.13746 -0.85639 -4.26786
C -3.36266 -0.60153 -5.84974
C -3.93900 3.35099 -2.04949
C 4.96648 -4.55911 1.70021
C 3.64923 -3.78120 1.70064
C -1.73622 -1.45040 -1.14033
C -2.69883 3.53708 -4.22004
C -2.48811 -0.30050 -4.82077
C -2.97891 3.96118 -1.17527
C 3.59213 -2.89767 2.96099
H 2.41447 4.01928 1.12909
H -3.01797 -0.59085 -6.87086
H -6.49743 -0.54138 4.18980
H -0.92677 2.07826 -3.89092
H 7.96780 -2.20529 0.41678
H -0.62822 6.80844 2.18610
H -5.71609 2.05535 -6.08656
H -2.66412 1.27527 4.29420
H -4.67506 1.08377 3.85403
H 3.62795 -3.50722 3.86405
H -0.67071 0.56120 5.54840
H -5.37837 -1.08359 -6.37662
H -6.36589 -1.53511 0.04833
H -3.37571 4.50439 -0.31544
H 1.30054 2.72113 -4.73712
H 10.91987 -4.09240 1.70943
H -4.61202 -0.50478 -2.22471
H -4.96588 3.28621 -1.67268
H 8.78619 -3.49749 -0.45529
H 4.43216 -2.20968 0.40890
H -3.72197 2.77822 -7.33686
H -5.39418 3.41253 0.83895
H -1.81080 3.76312 -6.14150
H -0.18224 -2.62935 1.60233
H -1.09037 3.17825 -1.94445
H -2.11819 5.82984 0.52568
H -1.87515 4.00597 -3.71172
H 9.73062 -2.29216 0.41974
H 10.03396 -5.32343 2.59371
H 3.27800 1.39983 -4.09505
H 7.96481 -2.20696 3.00013
H 1.62571 5.89171 2.50945
H 0.78220 -1.20465 -1.82699
H 4.43750 -2.21032 2.98970
H -2.96650 -4.58124 -0.96877
H -1.52035 -4.62021 1.02233
H -4.48440 0.03355 -0.25359
H -1.45769 -0.06582 -5.03552
H -6.08224 5.69750 1.48969
H 3.61993 -3.50668 -0.46305
H 10.03468 -5.32391 0.82493
H 1.50234 -4.13067 1.71095
H 1.46921 0.24116 4.37370
H -0.30617 -0.62062 0.18755
H -3.08149 -2.55803 -2.36744
H -2.02724 3.68691 3.41186
H 8.33452 -6.49188 1.71269
H -4.73440 6.96863 3.11063
H -2.72932 5.94676 4.10831
H -5.80426 2.32712 -3.64617
H 9.72773 -2.29261 2.99935
H 2.39720 -5.34593 0.81587
H 6.21939 -7.69292 1.70962
H 1.60968 0.64819 1.94857
H 4.09925 -6.50143 1.70183
H -7.35713 -1.83649 2.28314
H -0.40328 1.36930 0.70358
H 2.66983 -2.30973 0.41712
H 8.78323 -3.49924 3.87224
H -6.17139 -1.06716 -4.04417
H 0.93347 3.03149 -0.57198
H 2.67512 -2.30940 2.98731
H 3.01362 -0.56824 -2.64677
H 2.40668 -5.35318 2.58563
*
```

Record 2
ORCA calculation (ωB97M-V/def2-TZVPD) on one molecule with the formula C18H19N3OS.

Summary:
ΔE to the lowest compared entry with this formula, charge and spin = 19.81 kcal per mole
structure (SMILES) = Cc1cc(C(=O)NCCCn2ccnc2)sc1-c1ccccc1
HOMO-LUMO gap = 8.38 eV
strongest force on any atom = 0.82 eV/A

ORCA input file:
```
! RIJCOSX wB97M-V def2-TZVPD def2/J DEFGRID3
* xyz 0 1
S 0.92853 0.68838 1.22602
O -0.98955 -2.17563 -0.70036
N -1.71641 -0.74388 0.89650
N -5.98661 -2.50410 -2.79644
N -4.44208 -1.20024 -1.90844
C 2.82654 -0.28594 -0.22291
C -5.74505 -1.34476 -2.25292
C -3.08735 -1.19292 0.90904
C 5.21732 3.58137 2.37113
C 4.47088 2.30517 0.47917
C 4.15169 -0.59809 -0.83766
C -3.85350 -0.07253 -1.24170
C 3.49116 1.69392 1.26215
C 2.58581 0.70527 0.69914
C 5.32643 3.23833 1.03398
C -4.79335 -3.15575 -2.80632
C -3.82254 -2.36765 -2.25983
C -0.77049 -1.26264 0.07639
C 0.55916 -0.64902 0.18405
C 3.37730 2.06189 2.60339
C 4.23501 2.99439 3.15220
C 1.67109 -1.04337 -0.50658
C -4.02839 -0.16065 0.28085
H 4.13817 3.26410 4.19344
H 1.64752 -1.86711 -1.19761
H -4.71092 -4.14563 -3.20775
H 6.07955 3.70504 0.41619
H -3.38913 -1.38794 1.94284
H -4.33348 0.83834 -1.61323
H 4.96656 -0.27680 -0.19312
H 4.23225 -1.66997 -1.00547
H -5.06033 -0.43588 0.50484
H -2.77679 -2.52856 -2.09439
H -1.47564 0.03286 1.49246
H 2.61394 1.60100 3.21404
H -3.83269 0.81967 0.72094
H 5.88949 4.30874 2.80100
H 4.25410 -0.10106 -1.80280
H 4.54138 2.07046 -0.57108
H -3.12376 -2.12902 0.34687
H -6.47612 -0.57550 -2.09740
H -2.78972 -0.03428 -1.49062
*
```

Record 3
ORCA calculation (ωB97M-V/def2-TZVPD) on one molecule with the formula C5H8O2 at a distorted geometry.

Summary:
ΔE to the lowest compared entry with this formula, charge and spin = 101.28 kcal per mole
structure (SMILES) = O[C@H]1C[C@@]2(O)C[C@@H]12
HOMO-LUMO gap = 9.89 eV
strongest force on any atom = 4.15 eV/A

ORCA input file:
```
! RIJCOSX wB97M-V def2-TZVPD def2/J DEFGRID3
* xyz 0 1
O 2.15743 0.53970 -0.42801
O -2.27551 -0.02444 0.67696
C -0.49295 -1.06570 -0.76849
C -1.00696 0.00691 0.11503
C 0.13943 -0.85373 0.60440
C 1.03407 0.37916 0.65927
C -0.03251 1.23489 0.02336
H -0.38201 2.16803 0.49392
H 0.13943 -1.66313 1.32988
H -1.09111 -1.97259 -0.81880
H -2.88348 0.43377 0.08244
H 1.54735 0.61928 1.58835
H 0.88764 1.23414 -0.86366
H 0.03746 -0.80312 -1.68262
H 2.22173 -0.23316 -1.01204
*
```

Record 4
ORCA calculation (ωB97M-V/def2-TZVPD) on C16H17Cl7O2Tc as an isolated structure at a distorted geometry.

Summary:
ΔE to the lowest compared entry with this formula, charge and spin = 0.00 kcal per mole
HOMO-LUMO gap (alpha / beta) = 4.63 / 5.59 eV
strongest force on any atom = 5.69 eV/A

ORCA input file:
```
! RIJCOSX wB97M-V def2-TZVPD def2/J DEFGRID3
* xyz -2 4
Tc -0.22326 -0.47538 0.24476
Cl 1.27074 2.85092 6.03826
Cl 0.03604 2.81682 0.75006
Cl 1.12694 -0.28338 6.12886
Cl 0.72924 4.39542 3.34636
Cl 1.93484 -1.23918 0.93116
Cl 4.69694 0.99562 1.08956
Cl 0.46784 -1.93588 3.62736
O -1.97226 0.12282 1.07876
O -0.74436 -2.03958 1.23826
C 0.27534 0.50392 2.18236
C 0.52114 -3.04368 -1.69474
C 0.91984 -0.47628 -1.88204
C 2.38594 -0.47998 -2.09424
C -1.27496 -1.16388 -1.66314
C 0.51934 -0.17918 3.42706
C -2.42406 1.15772 -1.94874
C -1.24986 0.26382 -1.81554
C 0.82454 0.55182 4.59656
C 0.09614 0.66982 -1.96134
C 0.07704 -1.62718 -1.70484
C 0.34964 1.91512 2.20256
C 0.65304 2.62882 3.37326
C 0.89184 1.94782 4.56706
C -2.49276 -2.01208 -1.61504
C 0.55964 2.05472 -2.20544
H -2.29876 -2.95468 -1.11274
H -2.83146 -2.23688 -2.62784
H 1.47584 -3.15408 -1.19114
H 0.66844 2.22082 -3.27934
H -3.32606 0.70072 -1.56034
H -2.58256 1.38692 -3.00454
H 1.52014 2.24412 -1.73764
H 2.87134 0.32382 -1.54864
H 2.59444 -0.34158 -3.15724
H -2.27636 2.09482 -1.42024
H -0.14436 2.78622 -1.82254
H -0.19136 -3.67858 -1.17794
H -1.92326 1.00572 1.46916
H -1.67126 -1.97938 1.51796
H -3.30306 -1.51548 -1.08994
H 0.62554 -3.41078 -2.71724
H 2.83824 -1.41128 -1.77674
*
```

Record 5
ORCA calculation (ωB97M-V/def2-TZVPD) on C51H49N7OPdSTe as an isolated structure at a distorted geometry.

Summary:
HOMO-LUMO gap (alpha / beta) = 5.80 / 4.29 eV
strongest force on any atom = 2.27 eV/A

ORCA input file:
```
! RIJCOSX wB97M-V def2-TZVPD def2/J DEFGRID3
* xyz 3 6
Te 1.84138 -0.75114 -1.84179
Pd -0.23115 0.12448 1.02919
S -1.90762 0.34549 3.79243
O -1.30307 1.29149 -1.24114
N 0.76961 0.66307 -0.62418
N 0.33456 2.89546 2.29730
N -1.67087 2.23547 1.27288
N 1.72817 -0.86694 1.96575
N 0.79061 1.68708 2.19863
N -3.29101 3.83007 0.78141
N -1.28598 -0.62647 2.66767
C 3.16303 -3.52289 -2.56513
C 5.24349 -2.53909 -4.15110
C 4.32885 -1.63346 -3.62080
C -1.14623 -1.99639 -4.73517
C -6.39746 0.64437 3.07517
C -0.88582 3.19221 1.84820
C -2.59635 4.85661 1.38115
C -2.03447 -2.61894 -2.60804
C 1.51512 4.20215 -4.20842
C -5.76786 -0.58790 2.94054
C 2.16590 -2.11437 1.99679
C -2.81469 2.58803 0.75081
C -1.34073 4.54659 1.95054
C 1.86549 2.67247 -2.39066
C 6.19417 -4.84158 -4.44942
C 2.07412 1.47000 2.33166
C 5.16161 -3.90527 -3.90199
C -3.33320 -3.23645 -4.66999
C -0.93320 -2.08983 -1.96032
C -1.11302 6.84199 2.61715
C -0.86801 -2.18835 -0.46010
C 4.48886 -0.17248 -3.94405
C 3.28840 -2.16708 -2.86986
C -4.30372 1.66268 3.66970
C 2.58184 0.13062 2.30246
C 0.99742 -0.76348 -5.01338
C -3.69097 0.42574 3.52959
C 4.10952 -4.37609 -3.11609
C 2.37096 3.57657 -3.31160
C 2.06506 -4.08032 -1.69661
C -1.62576 -1.94779 7.71053
C 0.15342 3.92675 -4.18254
C -0.35637 3.02430 -3.26497
C 4.35809 -1.44001 2.67524
C 3.91443 -0.13327 2.64219
C 3.46734 -2.45557 2.35410
C -4.40526 -0.70404 3.16814
C -2.15406 -2.60575 -3.99850
C -2.36034 7.13566 2.04018
C 0.08625 -1.51119 -2.74046
C -1.83751 -0.60049 5.31832
C 0.49763 2.37570 -2.37199
C -0.07711 1.41113 -1.39749
C -2.71793 -1.12428 7.47638
C -5.67048 1.76791 3.44264
C -2.82999 -0.43989 6.27570
C -3.10144 6.15314 1.42439
C -0.73058 -1.40613 5.54491
C -0.63536 -2.08875 6.74842
C -0.02698 -1.43153 -4.13584
C -0.60279 5.56820 2.56878
H -3.91252 -1.66410 3.07714
H 3.76518 -3.49450 2.38151
H 2.51996 2.23991 -1.64713
H -1.54264 -2.47591 8.65067
H 5.52988 0.12835 -3.83618
H -4.18381 4.04624 0.35402
H 0.12426 -2.49842 -0.12867
H -1.23577 -1.95263 -5.81441
H -1.41298 2.79265 -3.23597
H 0.21597 -2.72874 6.93622
H 1.91055 4.91296 -4.92188
H -3.32308 -4.31605 -4.50787
H -2.82471 -3.07465 -2.02162
H 1.98253 -3.50575 -0.76800
H 4.20143 0.01934 -4.97962
H -1.34541 -1.60411 2.92131
H 5.37684 -1.66788 2.95820
H 2.27156 -5.11616 -1.43616
H 6.13497 -5.82299 -3.98501
H -1.60171 -2.89650 -0.08062
H -1.11490 -1.19163 -0.00393
H -7.46225 0.72625 2.90222
H 7.19668 -4.43846 -4.30989
H -6.34105 -1.46357 2.66715
H 4.03556 -5.43660 -2.90508
H 0.35704 5.32998 3.00359
H 0.51745 -0.30622 -5.87720
H -4.26745 -2.85934 -4.25271
H -6.16747 2.72166 3.56712
H 1.54047 0.02257 -4.48424
H -4.06051 6.37853 0.97390
H 6.05143 -4.96853 -5.52495
H -0.50744 4.42051 -4.88263
H 3.42690 3.81343 -3.31696
H -3.68009 0.20244 6.08924
H 3.87606 0.46274 -3.30117
H -2.74567 8.14550 2.08124
H 0.04869 -1.49576 4.79810
H -0.55215 7.62933 3.10164
H -3.41203 1.83401 0.25350
H 1.44559 -2.88733 1.75303
H -3.32535 -3.05507 -5.74195
H 4.56942 0.69058 2.89701
H -3.49073 -1.01322 8.22455
H 1.10531 -4.04767 -2.21587
H -3.72286 2.52461 3.98374
H 6.04423 -2.15511 -4.77352
H 2.75743 2.30927 2.44955
H 1.71927 -1.49212 -5.38870
*
```

Record 6
ORCA calculation (ωB97M-V/def2-TZVPD) on an isolated ion of composition C4H9O2 and charge -1 at a distorted geometry.

Summary:
ΔE to the lowest compared entry with this formula, charge and spin = 65.35 kcal per mole
structure (SMILES) = [O-]CCCCO
HOMO-LUMO gap = 7.26 eV
strongest force on any atom = 4.65 eV/A

ORCA input file:
```
! RIJCOSX wB97M-V def2-TZVPD def2/J DEFGRID3
* xyz -1 1
O -1.39948 -1.00748 0.09247
O 0.59679 -0.67860 -1.55677
C -1.38141 0.10559 0.87460
C 0.06835 0.46780 1.30648
C 0.75366 0.58278 -1.08933
C 1.38146 0.40931 0.33799
H -0.05702 1.28070 -1.00158
H -0.28368 -1.02319 -1.22160
H 2.08879 1.15925 0.51846
H 1.72947 -0.65081 0.44171
H -1.89344 1.05862 0.41170
H 0.26234 -0.15701 2.22089
H -1.94967 -0.09713 1.86698
H 1.43373 1.08011 -1.78473
H 0.15862 1.44523 1.68419
*
```